Density functional theory data (ωB97M-V/def2-TZVPD) for a 11-piece molecular cluster, C66H165N11O22 overall at a distorted geometry.

XYZ file:
```
264
Properties=species:S:1:pos:R:3:mulliken_charge:R:1
C -3.554 10.320 6.845 -0.80
O -4.621 9.603 6.312 -0.31
C -4.834 9.795 4.934 -0.46
C -6.024 8.810 4.516 -1.03
N -7.303 9.149 5.150 -0.45
C -7.885 10.441 4.782 -0.56
C -7.944 10.770 3.312 -0.42
O -8.368 12.149 3.241 -0.32
C -8.416 12.789 1.945 -0.71
H -3.625 10.221 7.928 0.26
H -3.494 11.383 6.610 0.32
H -2.573 9.997 6.498 0.31
H -4.035 9.320 4.364 0.41
H -4.918 10.815 4.559 0.40
H -5.657 7.973 5.110 0.47
H -5.963 8.470 3.482 0.45
H -6.971 9.262 6.097 0.32
H -7.233 11.237 5.143 0.34
H -8.900 10.493 5.174 0.32
H -8.698 10.080 2.935 0.31
H -7.005 10.525 2.815 0.33
H -8.946 13.739 2.000 0.25
H -8.802 12.125 1.171 0.30
H -7.380 12.967 1.657 0.28
C -0.020 -5.180 -16.077 -0.76
O 0.120 -5.991 -14.874 -0.31
C 0.581 -5.056 -13.881 -0.44
C 0.959 -5.856 -12.636 -0.64
N 1.655 -5.005 -11.687 -0.25
C 2.195 -5.670 -10.515 -0.79
C 1.216 -5.685 -9.293 -0.32
O 0.867 -4.418 -8.811 -0.36
C 0.206 -4.308 -7.527 -0.73
H -0.363 -5.809 -16.899 0.29
H 0.868 -4.663 -16.441 0.31
H -0.795 -4.418 -15.996 0.31
H -0.258 -4.435 -13.566 0.29
H 1.397 -4.449 -14.272 0.37
H 1.672 -6.641 -12.888 0.32
H 0.191 -6.422 -12.109 0.27
H 1.080 -4.204 -11.467 0.29
H 3.187 -5.433 -10.130 0.30
H 2.400 -6.690 -10.840 0.33
H 1.603 -6.280 -8.466 0.42
H 0.279 -6.151 -9.597 0.23
H -0.698 -4.915 -7.564 0.29
H -0.143 -3.312 -7.256 0.27
H 0.815 -4.647 -6.689 0.30
C -6.079 1.546 5.168 -0.80
O -5.143 0.467 5.135 -0.24
C -5.166 -0.465 6.212 -0.28
C -3.998 -1.454 6.222 -0.54
N -4.169 -2.498 7.286 -0.18
C -3.159 -3.550 7.395 -0.49
C -3.583 -4.576 8.453 -0.83
O -3.416 -3.986 9.766 -0.23
C -2.303 -4.487 10.506 -0.83
H -7.030 1.014 5.189 0.33
H -6.102 2.252 4.338 0.26
H -6.095 2.183 6.053 0.29
H -6.165 -0.895 6.288 0.34
H -5.148 0.154 7.109 0.08
H -3.046 -0.951 6.391 0.26
H -3.939 -1.924 5.241 0.33
H -4.273 -2.124 8.219 0.10
H -2.173 -3.099 7.506 0.35
H -3.360 -4.150 6.507 0.37
H -3.073 -5.538 8.392 0.48
H -4.569 -5.025 8.336 0.35
H -2.588 -5.519 10.708 0.37
H -2.173 -3.926 11.432 0.21
H -1.296 -4.409 10.095 0.31
C 6.253 5.732 1.223 -0.73
O 7.436 5.006 1.393 -0.21
C 8.376 5.525 0.367 -0.66
C 9.705 4.837 0.591 -0.56
N 10.467 5.525 1.638 -0.34
C 11.822 5.039 1.778 -0.70
C 12.451 5.498 3.179 -0.68
O 11.892 4.739 4.276 -0.29
C 12.323 5.110 5.579 -0.77
H 5.779 5.555 2.188 0.04
H 5.702 5.376 0.352 0.38
H 6.229 6.815 1.103 0.34
H 8.358 6.605 0.508 0.37
H 7.845 5.237 -0.540 0.39
H 10.190 4.874 -0.384 0.38
H 9.468 3.821 0.908 0.34
H 10.087 5.435 2.569 0.24
H 12.516 5.302 0.980 0.38
H 11.912 3.955 1.709 0.36
H 12.279 6.568 3.295 0.35
H 13.531 5.349 3.181 0.48
H 13.412 5.147 5.558 0.33
H 12.280 4.328 6.337 0.26
H 11.787 5.981 5.958 0.28
C -10.508 2.142 -4.235 -0.71
O -9.706 2.092 -3.057 -0.38
C -9.850 0.814 -2.406 -0.39
C -8.859 0.662 -1.247 -0.66
N -9.332 -0.478 -0.436 -0.41
C -9.247 -1.722 -1.216 -0.45
C -9.345 -2.904 -0.271 -0.80
O -8.220 -2.905 0.602 -0.22
C -8.208 -3.928 1.569 -0.76
H -10.654 3.145 -4.637 0.29
H -11.540 1.917 -3.968 0.29
H -10.099 1.541 -5.048 0.28
H -9.761 0.082 -3.208 0.36
H -10.868 0.789 -2.017 0.31
H -8.932 1.632 -0.755 0.37
H -7.820 0.660 -1.576 0.31
H -8.746 -0.637 0.371 0.28
H -8.265 -1.767 -1.689 0.34
H -10.069 -1.743 -1.932 0.33
H -9.323 -3.803 -0.887 0.39
H -10.280 -2.860 0.288 0.41
H -8.093 -4.928 1.150 0.30
H -9.167 -3.921 2.087 0.31
H -7.347 -3.840 2.232 0.23
C 3.355 3.548 -6.524 -0.77
O 3.583 4.254 -7.758 -0.34
C 4.541 3.554 -8.482 -0.39
C 4.749 4.136 -9.878 -0.69
N 5.739 3.266 -10.616 -0.19
C 5.357 2.845 -11.954 -0.48
C 6.539 2.081 -12.652 -0.54
O 6.247 1.871 -14.030 -0.40
C 5.029 1.249 -14.363 -0.64
H 2.339 3.157 -6.473 0.27
H 3.386 4.263 -5.702 0.29
H 4.130 2.874 -6.158 0.35
H 4.209 2.523 -8.599 0.33
H 5.512 3.526 -7.988 0.26
H 5.118 5.154 -9.751 0.28
H 3.801 4.102 -10.415 0.37
H 6.696 3.575 -10.523 0.23
H 4.994 3.656 -12.584 0.30
H 4.536 2.128 -11.937 0.27
H 6.774 1.164 -12.113 0.34
H 7.481 2.620 -12.545 0.38
H 4.863 0.489 -13.599 0.34
H 5.256 0.874 -15.361 0.22
H 4.304 2.064 -14.365 0.23
C 5.764 6.619 5.182 -0.62
O 4.860 5.781 5.861 -0.31
C 5.232 5.274 7.154 -0.68
C 6.345 4.135 7.133 -0.45
N 5.783 2.849 6.770 -0.41
C 5.635 2.647 5.312 0.28
C 6.537 1.514 4.796 -0.89
O 6.201 0.228 5.286 -0.42
C 5.040 -0.396 4.716 -0.70
H 5.449 6.919 4.183 0.16
H 6.723 6.133 5.000 0.24
H 5.830 7.499 5.823 0.36
H 4.277 4.858 7.475 0.32
H 5.491 6.094 7.824 0.38
H 6.761 4.046 8.137 0.44
H 7.171 4.365 6.460 0.25
H 6.342 2.086 7.124 0.24
H 5.869 3.531 4.717 0.01
H 4.623 2.302 5.097 0.17
H 7.499 1.629 5.295 0.40
H 6.678 1.568 3.717 0.39
H 4.220 -0.367 5.433 0.27
H 5.123 -1.443 4.426 0.27
H 4.742 0.203 3.855 0.31
C 10.535 -6.704 -1.340 -0.78
O 9.477 -5.820 -1.052 -0.32
C 8.269 -6.493 -1.168 -0.62
C 7.210 -5.448 -0.767 -0.79
N 7.078 -4.362 -1.696 -0.29
C 6.141 -3.339 -1.225 -0.73
C 6.229 -1.930 -1.885 -0.39
O 5.103 -1.836 -2.719 -0.37
C 5.116 -2.446 -4.002 -0.63
H 11.521 -6.245 -1.411 0.26
H 10.435 -7.238 -2.285 0.31
H 10.586 -7.436 -0.533 0.31
H 8.201 -7.314 -0.455 0.40
H 8.164 -7.097 -2.069 0.45
H 7.425 -5.084 0.237 0.36
H 6.271 -5.973 -0.591 0.45
H 8.022 -4.002 -1.659 0.22
H 6.331 -3.208 -0.159 0.41
H 5.208 -3.854 -1.451 0.44
H 7.143 -1.765 -2.456 0.33
H 6.148 -1.119 -1.161 0.25
H 4.164 -2.281 -4.506 0.19
H 5.316 -3.496 -3.787 0.31
H 5.924 -1.998 -4.581 0.25
C 0.088 4.014 3.291 -0.72
O -0.121 3.766 1.873 -0.42
C -1.401 3.211 1.497 -0.58
C -1.484 1.681 1.865 -0.57
N -0.247 0.965 1.530 -0.34
C 0.037 0.814 0.079 -0.64
C -1.207 0.510 -0.782 -0.53
O -1.805 -0.799 -0.771 -0.42
C -2.332 -1.221 0.450 -0.68
H -0.745 3.728 3.933 0.34
H 0.286 5.072 3.460 0.27
H 0.986 3.458 3.562 0.23
H -1.667 3.229 0.440 0.30
H -2.130 3.790 2.065 0.45
H -2.351 1.150 1.473 0.30
H -1.376 1.578 2.945 0.34
H 0.453 1.555 1.959 0.29
H 0.700 -0.014 -0.173 0.38
H 0.543 1.715 -0.269 0.40
H -0.804 0.630 -1.788 0.35
H -2.040 1.211 -0.741 0.35
H -1.614 -1.186 1.269 0.32
H -2.619 -2.267 0.337 0.30
H -3.196 -0.608 0.705 0.26
C -0.249 -11.602 -10.613 -0.69
O -0.806 -11.992 -9.291 -0.34
C -1.052 -11.025 -8.366 -0.40
C -1.955 -11.586 -7.279 -0.58
N -2.150 -10.740 -6.133 -0.33
C -3.090 -9.655 -6.350 -0.65
C -3.214 -8.818 -5.070 -0.59
O -3.847 -9.591 -4.110 -0.32
C -4.075 -8.878 -2.858 -0.69
H 0.832 -11.597 -10.469 0.28
H -0.693 -10.705 -11.046 0.29
H -0.441 -12.411 -11.318 0.25
H -1.461 -10.087 -8.741 0.27
H -0.144 -10.757 -7.825 0.30
H -1.572 -12.563 -6.987 0.37
H -2.896 -11.642 -7.826 0.26
H -2.621 -11.326 -5.459 0.26
H -4.057 -10.091 -6.599 0.33
H -2.723 -9.123 -7.228 0.42
H -3.768 -7.907 -5.295 0.39
H -2.272 -8.405 -4.710 0.38
H -5.019 -8.333 -2.860 0.26
H -3.230 -8.217 -2.663 0.31
H -4.242 -9.679 -2.138 0.24
C -3.512 1.712 9.755 -0.42
O -3.110 1.611 11.082 -0.39
C -4.099 1.264 12.016 -0.40
C -4.189 -0.264 12.133 -0.92
N -5.023 -0.951 11.142 0.11
C -6.412 -0.811 11.302 -0.78
C -7.126 -1.987 10.646 -0.30
O -8.476 -1.777 11.062 -0.33
C -9.413 -2.789 10.612 -0.77
H -4.115 2.616 9.667 0.30
H -4.091 0.843 9.443 -0.01
H -2.657 1.879 9.099 0.30
H -5.075 1.717 11.842 0.28
H -3.752 1.565 13.005 0.37
H -4.484 -0.413 13.171 0.50
H -3.208 -0.739 12.151 0.34
H -4.768 -1.925 11.222 0.01
H -6.713 0.182 10.968 0.27
H -6.580 -0.668 12.370 0.34
H -6.754 -2.966 10.952 0.35
H -7.021 -1.918 9.563 0.25
H -9.198 -3.702 11.167 0.31
H -9.441 -3.018 9.546 0.29
H -10.421 -2.510 10.916 0.27
```

Calculated values
Orbital gap ... 8.84 eV
HOMO energy ... -8.48 eV
Electronic energy ... -4870.377558 Ha
Lowest unoccupied orbital energy ... 0.35 eV
ΔE to the lowest compared entry with this formula, charge and spin ... 234.0 kcal per mole
SMILES string ... COCCNCCOC.COCCNCCOC.COCCNCCOC.COCCNCCOC.COCCNCCOC.COCCNCCOC.COCCNCCOC.COCCNCCOC.COCCNCCOC.COCCNCCOC.COCCNCCOC